Entry 1:
Molecular formula: C12H38N2O8
Method: DFT, ωB97M-V/def2-TZVPD

Structure (ORCA input):
```
! wB97M-V def2-TZVPD RIJCOSX def2/J DEFGRID3
* xyz 0 1
O 0.281 -2.086 2.261
H 0.534 -3.002 2.149
H -0.053 -1.822 1.404
O 1.429 -0.818 4.567
H 1.062 -1.220 3.780
H 2.138 -1.405 4.828
O -3.693 2.051 2.529
H -4.134 2.048 3.378
H -2.845 1.640 2.698
O -1.121 0.850 2.837
H -0.857 -0.023 3.127
H -0.540 1.044 2.100
C 3.729 -2.159 -3.715
O 2.825 -2.590 -2.672
C 1.849 -1.721 -2.171
C 0.709 -2.613 -1.710
N -0.301 -1.893 -0.992
C -1.423 -2.759 -0.625
C -2.536 -1.959 0.163
O -3.323 -1.111 -0.644
C -4.219 -0.230 0.091
H 3.981 -1.111 -3.551
H 3.379 -2.245 -4.743
H 4.632 -2.763 -3.624
H 1.513 -0.911 -2.818
H 2.303 -1.205 -1.325
H 1.190 -3.335 -1.049
H 0.363 -3.120 -2.611
H -0.617 -1.080 -1.501
H -1.102 -3.675 -0.129
H -1.841 -3.107 -1.570
H -2.063 -1.472 1.015
H -3.329 -2.616 0.520
H -5.137 0.047 -0.428
H -3.625 0.633 0.393
H -4.581 -0.764 0.970
C -1.935 0.434 -3.116
O -0.777 0.502 -2.239
C -0.794 1.658 -1.469
C 0.487 1.786 -0.646
N 0.399 0.824 0.472
C 1.652 0.962 1.223
C 1.871 2.296 1.972
O 2.544 3.231 1.076
C 2.784 4.508 1.659
H -1.798 1.294 -3.770
H -2.869 0.612 -2.583
H -1.923 -0.528 -3.628
H -1.695 1.758 -0.866
H -0.750 2.511 -2.146
H 0.509 2.852 -0.421
H 1.313 1.598 -1.333
H 0.408 -0.050 -0.034
H 2.434 0.687 0.514
H 1.657 0.164 1.964
H 2.458 2.189 2.884
H 0.881 2.664 2.241
H 3.630 4.503 2.346
H 1.892 4.895 2.151
H 3.044 5.151 0.818
*
```

Results
Electronic energy, eV: -32417.6302
Strongest force on any atom, eV Å⁻¹: 2.6
HOMO, Ha: -0.333
Structure (SMILES): COCCNCCOC.COCCNCCOC.O.O.O.O


Entry 2:
Molecular formula: C12H38O11
Method: DFT, ωB97M-V/def2-TZVPD

Structure (ORCA input):
```
! wB97M-V def2-TZVPD RIJCOSX def2/J DEFGRID3
* xyz 0 1
C 0.212 -0.278 1.071
C -0.071 1.206 1.347
O -1.469 1.489 1.400
C -2.043 1.505 0.119
C -3.536 1.132 0.167
O -3.925 0.798 1.512
C -5.159 0.236 1.584
O -6.180 0.836 1.656
O -5.112 -1.115 1.618
H 0.594 -0.760 1.970
H 0.901 -0.397 0.239
H -0.732 -0.767 0.833
H 0.384 1.842 0.579
H 0.320 1.514 2.316
H -1.539 0.792 -0.545
H -1.930 2.493 -0.336
H -4.162 1.963 -0.162
H -3.712 0.264 -0.478
H -4.337 -1.428 1.137
C -0.153 -1.132 -3.276
O -0.310 -1.431 -1.888
H 0.333 -0.163 -3.339
H 0.476 -1.871 -3.776
H -1.113 -1.069 -3.791
H -0.740 -2.288 -1.813
C -0.358 -2.009 4.939
O 0.354 -2.307 3.744
H -0.428 -0.925 5.004
H -1.370 -2.421 4.921
H 0.164 -2.382 5.824
H 0.424 -3.263 3.668
C 3.558 -1.889 4.062
O 4.765 -2.231 3.384
H 2.792 -1.701 3.316
H 3.224 -2.707 4.707
H 3.702 -0.991 4.664
H 5.435 -2.386 4.055
C 4.977 1.053 6.672
O 5.552 0.012 5.893
H 4.315 0.580 7.394
H 5.738 1.619 7.215
H 4.390 1.740 6.057
H 6.138 0.409 5.243
C -0.803 5.171 -0.526
O -0.232 4.089 -1.253
H -1.541 4.746 0.151
H -0.052 5.699 0.068
H -1.303 5.884 -1.187
H 0.429 4.444 -1.853
C 0.229 1.374 -6.506
O -0.198 0.104 -6.042
H 0.219 2.049 -5.653
H 1.245 1.338 -6.910
H -0.441 1.773 -7.273
H -0.197 -0.507 -6.788
C -1.571 -3.386 -7.309
O -0.642 -2.513 -7.943
H -2.234 -2.764 -6.713
H -2.167 -3.935 -8.042
H -1.068 -4.098 -6.650
H -0.042 -3.043 -8.476
*
```

Results
Electronic energy, eV: -35578.4278
Strongest force on any atom, eV Å⁻¹: 0.5
HOMO, Ha: -0.338
Structure (SMILES): CCOCCOC(=O)O.CO.CO.CO.CO.CO.CO.CO


Entry 3:
Molecular formula: C12H38O7
Method: DFT, ωB97M-V/def2-TZVPD

Structure (ORCA input):
```
! wB97M-V def2-TZVPD RIJCOSX def2/J DEFGRID3
* xyz 0 1
O -2.639 0.864 4.164
H -2.398 1.752 3.901
H -1.850 0.344 4.009
O -4.184 -0.094 0.691
H -4.283 0.301 -0.175
H -3.239 -0.201 0.800
O 3.292 1.493 -0.056
H 2.662 0.775 -0.116
H 3.970 1.272 -0.694
C -0.203 -3.941 -3.383
C -0.802 -2.556 -3.612
C 0.339 -1.590 -4.031
O -1.736 -2.738 -4.615
H 0.113 -4.296 -4.364
H -0.901 -4.731 -3.105
H 0.606 -3.894 -2.654
H -1.334 -2.066 -2.796
H 1.109 -1.635 -3.260
H 0.031 -0.573 -4.272
H 0.877 -1.953 -4.906
H -1.330 -2.842 -5.478
C -1.253 -2.493 4.070
C -0.376 -1.336 4.407
C 1.047 -1.682 4.374
O -0.527 -0.479 3.327
H -1.120 -3.313 4.776
H -0.903 -2.842 3.098
H -2.300 -2.225 3.922
H -0.632 -0.781 5.310
H 1.468 -2.262 5.195
H 1.558 -0.719 4.381
H 1.440 -2.274 3.547
H 0.074 0.254 3.481
C 2.740 4.532 -1.473
C 1.386 3.898 -1.317
C 0.390 4.965 -0.846
O 0.995 3.381 -2.556
H 2.735 5.550 -1.861
H 3.324 3.882 -2.125
H 3.278 4.679 -0.536
H 1.415 3.172 -0.503
H -0.644 4.624 -0.784
H 0.465 5.828 -1.506
H 0.567 5.244 0.193
H 1.589 2.696 -2.870
C -0.629 0.810 -0.021
C -0.861 -0.681 -0.130
C 0.386 -1.585 -0.304
O -1.595 -1.069 0.951
H -0.210 1.103 0.942
H -1.601 1.298 -0.093
H 0.017 1.258 -0.777
H -1.460 -0.900 -1.014
H 1.063 -1.311 -1.114
H 0.125 -2.632 -0.454
H 1.091 -1.544 0.527
H -1.142 -0.741 1.731
*
```

Results
Electronic energy, eV: -27391.4109
Strongest force on any atom, eV Å⁻¹: 2.9
HOMO, Ha: -0.375
Structure (SMILES): CC(C)O.CC(C)O.CC(C)O.CC(C)O.O.O.O


Entry 4:
Molecular formula: C12H38O7
Method: DFT, ωB97M-V/def2-TZVPD

Structure (ORCA input):
```
! wB97M-V def2-TZVPD RIJCOSX def2/J DEFGRID3
* xyz 0 1
C -0.790 1.771 1.041
C -1.793 1.315 -0.032
O -1.857 2.277 -1.094
H -0.680 1.113 1.893
H -1.155 2.656 1.485
H 0.181 1.976 0.677
H -2.815 1.236 0.435
H -1.513 0.339 -0.449
H -2.585 2.063 -1.659
C 1.456 -0.560 0.220
C 1.361 0.052 -1.196
O 0.528 -0.830 -1.949
H 1.977 0.121 0.867
H 2.121 -1.381 0.251
H 0.508 -0.810 0.662
H 2.298 0.157 -1.730
H 0.808 0.957 -1.148
H 0.386 -0.377 -2.775
C 2.086 3.619 -3.123
C 0.597 3.390 -2.858
O 0.410 3.625 -1.535
H 2.679 2.756 -2.839
H 2.493 4.389 -2.509
H 2.333 3.910 -4.107
H 0.332 2.347 -3.072
H -0.109 4.019 -3.498
H -0.360 3.115 -1.276
C -1.121 -5.078 0.795
C -0.620 -3.677 0.523
O -0.575 -3.535 -0.894
H -1.324 -5.311 1.881
H -0.453 -5.852 0.482
H -2.068 -5.198 0.303
H 0.373 -3.556 0.903
H -1.305 -2.916 0.936
H -0.057 -2.771 -1.062
C 1.325 -1.108 3.776
C 1.746 -0.158 4.817
O 0.623 0.582 5.213
H 0.639 -1.948 4.064
H 2.190 -1.618 3.334
H 0.858 -0.632 2.963
H 2.646 0.403 4.508
H 2.054 -0.813 5.655
H 0.827 1.048 6.069
C 0.515 1.181 -5.355
O 0.018 0.227 -4.451
H 1.173 1.936 -4.906
H -0.260 1.702 -5.989
H 1.247 0.827 -6.099
H -0.679 -0.269 -4.857
C -2.551 -1.105 2.475
O -3.009 -0.882 3.778
H -2.787 -2.108 2.175
H -1.478 -1.099 2.557
H -2.937 -0.293 1.810
H -3.906 -1.223 3.914
*
```

Results
Electronic energy, eV: -27389.5192
Strongest force on any atom, eV Å⁻¹: 2.5
HOMO, Ha: -0.350
Structure (SMILES): CCO.CCO.CCO.CCO.CCO.CO.CO